(1)
{
  "formula": "C10H23BO3S",
  "method": "ωB97M-V/def2-TZVPD",
  "symbols": ["C", "C", "O", "C", "C", "O", "C", "C", "O", "C", "B", "C", "S", "C", "C", "H", "H", "H", "H", "H", "H", "H", "H", "H", "H", "H", "H", "H", "H", "H", "H", "H", "H", "H", "H", "H", "H", "H"],
  "coordinates": [[-0.294, 2.436, -3.569], [-0.305, 0.984, -4.391], [-1.685, 0.463, -4.438], [-1.793, -0.844, -3.740], [-1.521, -0.527, -2.130], [-2.206, -1.484, -1.227], [-2.199, -0.791, 0.086], [-2.363, -1.810, 1.369], [-1.171, -1.635, 2.214], [-0.063, -2.540, 1.766], [1.154, -2.292, 2.894], [2.415, -1.255, 2.590], [2.258, 0.208, 3.765], [1.915, 1.805, 2.826], [2.874, 2.978, 3.535], [-0.525, 2.309, -2.419], [0.793, 2.880, -3.667], [-1.059, 3.197, -4.054], [0.478, 0.244, -3.917], [0.047, 1.137, -5.521], [-2.868, -1.292, -3.922], [-0.941, -1.544, -4.194], [-1.786, 0.581, -1.827], [-0.345, -0.625, -1.978], [-1.144, -0.254, 0.189], [-3.010, 0.053, 0.157], [-3.284, -1.402, 2.009], [-2.603, -2.919, 1.079], [0.385, -2.214, 0.716], [-0.400, -3.673, 1.717], [1.011, -2.877, 3.914], [2.513, -0.964, 1.458], [3.407, -1.842, 2.889], [0.804, 2.200, 2.983], [2.177, 1.737, 1.668], [2.701, 2.889, 4.705], [2.646, 4.051, 3.117], [3.986, 2.631, 3.345]],
  "lumo_energy_ev": 0.13,
  "smiles": "CCOCCOCCOCBCSCC",
  "e_tot_ha": -1043.3089,
  "gap_ev": 8.64,
  "homo_ev": -8.5
}



(2)
{
  "formula": "C10H23N3PtSSe2",
  "method": "ωB97M-V/def2-TZVPD",
  "symbols": ["Pt", "C", "Se", "C", "C", "Se", "C", "H", "H", "H", "H", "H", "H", "H", "H", "H", "H", "S", "C", "C", "N", "C", "C", "N", "N", "C", "C", "H", "H", "H", "H", "H", "H", "H", "H", "H", "H", "H", "H", "H"],
  "coordinates": [[-0.333, -0.404, -0.204], [0.876, 0.846, 3.801], [-0.271, 0.108, 2.384], [-1.079, -1.515, 3.075], [-0.226, -2.728, 2.773], [-0.141, -3.130, 0.870], [1.629, -3.902, 0.870], [0.159, 1.123, 4.568], [1.370, 1.719, 3.385], [1.591, 0.102, 4.134], [-2.069, -1.556, 2.622], [-1.214, -1.426, 4.154], [-0.646, -3.614, 3.260], [0.807, -2.622, 3.101], [1.559, -4.791, 1.500], [2.354, -3.199, 1.272], [1.872, -4.191, -0.149], [-3.686, -0.364, -0.266], [-2.211, -0.574, -0.267], [3.548, -0.990, -2.349], [2.234, -0.376, -2.066], [2.093, 0.335, -0.844], [1.114, -0.601, -2.791], [-0.072, -0.374, -2.156], [1.124, -0.971, -4.054], [-0.092, -1.500, -4.699], [2.243, -0.678, -4.980], [3.953, -1.383, -1.417], [4.247, -0.260, -2.750], [3.432, -1.815, -3.042], [3.050, 0.459, -0.342], [1.521, -0.303, -0.023], [1.617, 1.311, -0.944], [-0.889, -0.387, -2.748], [-0.607, -2.191, -4.035], [0.211, -2.039, -5.592], [-0.758, -0.691, -5.002], [2.846, 0.143, -4.606], [1.808, -0.384, -5.932], [2.855, -1.562, -5.144]],
  "lumo_energy_ev": [-11.53, -12.92],
  "e_tot_ha": -5878.3199,
  "gap_ev": [7.36, 5.80],
  "homo_ev": [-18.9, -18.7],
  "e_above_lowest_ev": 0.703,
  "s2": 0.7604,
  "spin_multiplicity": 2,
  "total_charge": 3
}



(3)
{
  "formula": "C10H23RuS5",
  "method": "ωB97M-V/def2-TZVPD",
  "symbols": ["Ru", "C", "C", "S", "C", "C", "S", "C", "C", "S", "C", "C", "S", "H", "H", "H", "H", "H", "H", "H", "H", "H", "H", "H", "H", "H", "H", "H", "H", "H", "C", "S", "C", "H", "H", "H", "H", "H", "H"],
  "coordinates": [[-1.595, -0.769, 0.665], [-3.013, 0.443, 1.371], [-2.289, 1.465, 0.682], [-0.438, -1.140, -1.202], [-0.601, -0.074, -2.790], [-0.551, 1.155, -3.280], [2.056, 0.511, -2.524], [2.569, 2.153, -1.906], [3.606, 1.936, -0.889], [3.785, 3.351, 0.389], [2.449, 3.055, 1.570], [1.388, 2.116, 1.304], [-4.043, -0.763, 0.692], [-2.859, 0.250, 2.457], [0.833, -2.069, 4.486], [-1.341, 1.866, 0.686], [-2.776, 1.859, -0.222], [-1.338, -0.936, -3.153], [-0.114, -2.004, 4.699], [-1.050, 1.378, -4.205], [0.180, 1.814, -2.782], [1.601, 2.425, -1.309], [2.654, 2.925, -2.725], [4.577, 2.189, -1.450], [3.901, 0.907, -0.439], [2.357, 3.538, 2.564], [-3.076, -4.444, 0.032], [0.439, 2.552, 0.842], [1.437, 0.999, 1.426], [-1.898, -3.421, 1.940], [1.269, -1.589, 1.166], [-0.666, -2.637, 1.666], [-3.143, -3.659, -0.671], [1.400, -1.174, 2.142], [1.856, -0.926, 0.566], [1.625, -2.629, 1.191], [-4.063, -3.066, -0.690], [-3.046, -4.267, -1.551], [-2.083, -3.320, -0.749]],
  "lumo_energy_ev": [-9.07, -9.14],
  "e_tot_ha": -2479.3891,
  "gap_ev": [5.60, 5.76],
  "homo_ev": [-14.7, -14.9],
  "e_above_lowest_ev": 10.658,
  "s2": 8.8302,
  "spin_multiplicity": 6,
  "total_charge": 2
}



(4)
{
  "formula": "C10H24BN2O10P",
  "method": "ωB97M-V/def2-TZVPD",
  "symbols": ["C", "N", "C", "B", "O", "N", "C", "O", "O", "P", "C", "O", "H", "H", "H", "H", "H", "H", "H", "H", "H", "H", "H", "H", "C", "O", "C", "O", "O", "C", "H", "H", "H", "H", "H", "H", "C", "O", "C", "O", "O", "C", "H", "H", "H", "H", "H", "H"],
  "coordinates": [[-0.934, 0.811, -0.089], [-1.809, -0.150, -0.785], [-1.185, -0.728, -1.966], [-2.531, -1.037, 0.077], [-3.341, -0.530, 1.060], [-2.390, -2.525, -0.021], [-1.688, -3.134, 0.991], [-1.420, -2.624, 2.044], [-1.338, -4.415, 0.677], [0.121, -4.886, 0.009], [1.267, -3.639, 0.714], [0.035, -4.315, -1.530], [-0.551, 0.425, 0.861], [-0.082, 1.038, -0.731], [-1.455, 1.749, 0.113], [-1.000, 0.050, -2.708], [-0.218, -1.212, -1.746], [-1.840, -1.475, -2.417], [-4.184, -0.983, 1.118], [-2.193, -2.939, -0.922], [1.716, -4.045, 1.621], [2.061, -3.505, -0.025], [0.827, -2.667, 0.945], [0.051, -3.352, -1.624], [1.053, 3.864, -2.996], [1.816, 3.674, -4.193], [1.845, 2.418, -4.634], [1.295, 1.478, -4.117], [2.583, 2.376, -5.740], [2.699, 1.075, -6.327], [1.127, 4.924, -2.771], [0.014, 3.583, -3.156], [1.469, 3.275, -2.180], [1.720, 0.695, -6.609], [3.170, 0.384, -5.630], [3.321, 1.208, -7.206], [-1.247, -0.660, 4.583], [-1.153, 0.627, 5.214], [-0.011, 1.266, 4.991], [0.906, 0.873, 4.314], [-0.046, 2.433, 5.642], [1.132, 3.228, 5.485], [-2.232, -1.040, 4.834], [-1.154, -0.572, 3.505], [-0.476, -1.327, 4.962], [1.290, 3.477, 4.437], [2.005, 2.700, 5.865], [0.954, 4.129, 6.065]],
  "lumo_energy_ev": 0.41,
  "smiles": "CN(C)B(O)NC(=O)OP(C)O.COC(=O)OC.COC(=O)OC",
  "e_tot_ha": -1623.7250,
  "gap_ev": 9.61,
  "homo_ev": -9.2
}



(5)
{
  "formula": "C10H24Cl2OSi2",
  "method": "ωB97M-V/def2-TZVPD",
  "symbols": ["Cl", "Cl", "O", "C", "C", "C", "C", "C", "C", "C", "C", "C", "C", "Si", "Si", "H", "H", "H", "H", "H", "H", "H", "H", "H", "H", "H", "H", "H", "H", "H", "H", "H", "H", "H", "H", "H", "H", "H", "H"],
  "coordinates": [[-4.008, -0.437, -3.434], [3.300, 2.247, 0.635], [-0.689, 0.494, 0.586], [-3.613, -1.454, -2.099], [2.008, 2.377, 1.783], [-2.627, -0.757, -1.185], [2.135, 1.140, 2.591], [-0.519, 2.415, -1.409], [1.525, 0.527, -1.896], [0.443, -2.348, 0.178], [-0.299, -1.253, 2.658], [-1.278, -0.534, -1.864], [2.136, -0.160, 1.769], [-0.102, 0.627, -0.955], [0.467, -0.653, 1.037], [-3.159, -2.388, -2.502], [-4.536, -1.808, -1.598], [2.157, 3.306, 2.316], [1.023, 2.456, 1.261], [-3.043, 0.218, -0.916], [-2.549, -1.367, -0.250], [1.339, 1.146, 3.350], [3.128, 1.158, 3.141], [0.371, 3.020, -1.377], [-0.975, 2.521, -2.388], [-1.227, 2.808, -0.681], [2.022, 1.487, -1.730], [1.347, 0.356, -2.961], [2.190, -0.278, -1.546], [-0.548, -2.788, -0.091], [1.047, -2.289, -0.715], [0.851, -3.052, 0.906], [0.355, -1.014, 3.488], [-1.211, -0.721, 2.823], [-0.517, -2.264, 2.640], [-0.805, -1.484, -2.098], [-1.433, -0.069, -2.830], [2.866, -0.212, 0.967], [2.428, -0.974, 2.397]],
  "lumo_energy_ev": 0.41,
  "e_tot_ha": -1970.0986,
  "gap_ev": 10.07,
  "homo_ev": -9.7
}



(6)
{
  "formula": "C10H24ClN2O4Zn",
  "method": "ωB97M-V/def2-TZVPD",
  "symbols": ["Zn", "Cl", "C", "O", "C", "C", "O", "C", "H", "H", "H", "H", "H", "H", "H", "H", "H", "H", "C", "C", "O", "N", "C", "H", "H", "H", "H", "H", "H", "H", "C", "C", "O", "N", "C", "H", "H", "H", "H", "H", "H", "H"],
  "coordinates": [[16.369, -11.905, -17.071], [15.693, -13.142, -15.143], [16.670, -9.731, -13.293], [15.571, -8.763, -13.514], [14.339, -9.077, -12.869], [13.352, -7.874, -12.775], [13.089, -7.435, -14.141], [12.120, -8.247, -14.927], [17.530, -9.561, -13.940], [16.307, -10.716, -13.585], [16.875, -9.830, -12.227], [14.532, -9.493, -11.879], [13.859, -9.948, -13.315], [13.767, -7.020, -12.240], [12.460, -8.186, -12.231], [11.132, -8.260, -14.465], [12.359, -9.308, -15.002], [11.908, -7.915, -15.943], [12.910, -15.560, -14.443], [13.658, -16.781, -14.942], [13.440, -17.847, -14.325], [14.502, -16.670, -15.959], [15.364, -17.637, -16.578], [11.862, -15.847, -14.535], [13.144, -14.641, -14.980], [13.018, -15.364, -13.376], [14.504, -15.675, -16.129], [15.474, -17.562, -17.660], [14.882, -18.614, -16.587], [16.353, -17.618, -16.120], [19.826, -14.285, -18.649], [18.489, -14.405, -17.866], [17.626, -13.489, -17.840], [18.237, -15.373, -17.007], [19.040, -16.591, -16.784], [20.311, -13.379, -18.284], [19.600, -14.321, -19.714], [20.564, -15.063, -18.455], [17.487, -14.881, -16.543], [19.523, -16.610, -15.807], [19.832, -16.829, -17.494], [18.390, -17.457, -16.903]],
  "lumo_energy_ev": -7.55,
  "e_tot_ha": -3045.0524,
  "gap_ev": 3.91,
  "homo_ev": -11.5,
  "e_above_lowest_ev": 2.006,
  "total_charge": 1
}